w) Formula: CH3FINS
Source: the Open Molecules 2025 dataset
Level of theory: ωB97M-V/def2-TZVPD

Results
E_HOMO (spin up / spin down), eV: -9.46 / -9.45
Gap between HOMO and LUMO (spin up / spin down), eV: 7.92 / 7.90
LUMO energy (spin up / spin down), eV: -1.54 / -1.55

Each line ends with the natural charge from an NBO analysis.
Atoms and positions in Å:
C -1.51206 0.80423 -0.26816  -0.06
N -1.33402 -0.42374 -0.18394  -0.20
F 0.34448 -0.71905 -0.63980  -0.43
S -2.21931 -1.67860 0.11151  0.25
I 4.26269 0.13900 0.20359  -0.10
H -2.61629 1.11016 -0.26971  0.22
H -0.74965 1.40311 -0.45858  0.22
H 3.82416 -0.63510 1.50509  0.10



x) Formula: CH3FINS
Source: the Open Molecules 2025 dataset
Level of theory: ωB97M-V/def2-TZVPD

Results
E_HOMO (spin up / spin down), eV: -9.52 / -9.52
Gap between HOMO and LUMO (spin up / spin down), eV: 7.93 / 7.93
LUMO energy (spin up / spin down), eV: -1.59 / -1.59

Each line ends with the natural charge from an NBO analysis.
Atoms and positions in Å:
C -0.02210 1.83852 -0.13876  -0.09
N 0.33252 0.59825 -0.12755  -0.22
F -0.44847 -0.13219 1.26554  -0.45
S 1.26066 -0.40521 -0.87816  0.31
I -0.53113 -4.01208 -0.28372  -0.11
H 0.64795 2.48670 -0.63870  0.22
H -0.77692 2.21675 0.52219  0.24
H -0.46252 -2.59074 0.27916  0.11



Which of them is the least stable? Correct choice: w).



w) Formula: FO2S2
Source: the Open Molecules 2025 dataset
Level of theory: ωB97M-V/def2-TZVPD

Results
E_HOMO, eV: -4.41
Gap between HOMO and LUMO, eV: 8.04
Charge: -1
LUMO energy, eV: 3.63
Structure (SMILES): O=S(=O)(F)[S-]

Each line ends with the natural charge from an NBO analysis.
Atoms and positions in Å:
O -0.55834 0.58400 1.33983  -0.93
O 0.42743 1.29585 -0.79830  -0.93
F -1.37471 -0.63431 -0.70165  -0.57
S 1.52147 -1.43029 0.06799  -0.66
S -0.01586 0.18475 0.09212  2.09



x) Formula: FO2S2
Source: the Open Molecules 2025 dataset
Level of theory: ωB97M-V/def2-TZVPD

Results
E_HOMO (spin up / spin down), eV: -3.55 / -3.54
Gap between HOMO and LUMO (spin up / spin down), eV: 7.27 / 7.27
Charge: -1
LUMO energy (spin up / spin down), eV: 3.72 / 3.72

Each line ends with the natural charge from an NBO analysis.
Atoms and positions in Å:
O 1.39057 0.33826 -1.67657  -1.05
O -1.31384 -0.90760 0.61858  -0.94
F -0.43616 1.07963 1.66341  -0.76
S 1.09660 -0.54743 -0.45431  0.49
S -0.73718 0.03713 -0.15112  1.25



Which of them is the least stable? Correct choice: x).



w) Formula: C6H15N3O2
Source: the Open Molecules 2025 dataset
Level of theory: ωB97M-V/def2-TZVPD

Results
E_HOMO, eV: -9.53
Gap between HOMO and LUMO, eV: 9.98
LUMO energy, eV: 0.46
Structure (SMILES): CC(CCN)(CCN)[N+](=O)[O-]

Each line ends with the natural charge from an NBO analysis.
Atoms and positions in Å:
C -0.79311 -0.21502 1.59697  -0.65
C -0.93397 -0.39739 0.08671  0.09
C 0.25678 -1.38297 -0.35318  -0.44
C 1.64654 -0.99113 0.29160  -0.21
C -0.98066 0.91804 -0.80828  -0.45
C 0.22954 1.88402 -1.00264  -0.23
H 0.28079 -0.17192 1.93271  0.22
H -1.17658 -1.05335 2.19302  0.23
H -1.28692 0.65190 1.96375  0.23
H -0.10921 -2.37549 -0.04277  0.22
H 0.22035 -1.36579 -1.47929  0.22
H 1.38758 -1.31543 1.31124  0.19
H 1.77954 0.11858 0.22582  0.19
H 3.08641 -1.32300 -1.14696  0.37
H 2.77771 -2.60901 -0.18978  0.37
H -1.83159 1.55903 -0.54167  0.22
H -1.28326 0.63142 -1.80131  0.22
H 0.03363 2.69786 -1.66523  0.21
H 1.15539 1.34810 -1.30832  0.19
H -0.44878 2.80982 0.70230  0.34
H 1.01449 2.08738 0.85852  0.34
N 2.77010 -1.61456 -0.25832  -0.83
N 0.52132 2.65652 0.26378  -0.82
N -2.39881 -0.73276 -0.25093  0.53
O -3.28349 -0.29857 0.51321  -0.42
O -2.63380 -1.51628 -1.09095  -0.34



x) Formula: C6H15N3O2
Source: the Open Molecules 2025 dataset
Level of theory: ωB97M-V/def2-TZVPD

Results
E_HOMO, eV: -9.06
Gap between HOMO and LUMO, eV: 9.66
LUMO energy, eV: 0.60
Structure (SMILES): [H]/N=C(\N)NCC.CCC(=O)O

Each line ends with the natural charge from an NBO analysis.
Atoms and positions in Å:
C -1.69576 -0.94826 -1.91791  -0.55
C -0.52636 0.13218 -1.71578  -0.66
C -1.08838 -2.24099 -2.41773  0.81
O 0.39045 -2.21882 -2.20198  -0.77
O -1.60407 -3.30102 -2.57070  -0.54
H -0.61590 0.32819 -0.60545  0.24
H -0.51457 1.08049 -2.40225  0.21
H 0.47019 -0.10081 -2.13117  0.26
H -2.20764 -0.86891 -0.92295  0.26
H -2.55000 -0.62108 -2.63011  0.24
C 0.60549 2.23219 0.46216  -0.22
C 0.77593 3.61610 1.06599  -0.64
C 0.83485 0.52441 2.25769  0.59
N -0.00792 1.31661 1.49045  -0.67
N 2.06779 0.77790 2.52951  -0.75
N 0.07914 -0.50712 2.80048  -0.84
H -0.02947 2.37064 -0.42507  0.19
H 1.55113 1.84353 0.06062  0.23
H -0.12597 4.04051 1.59913  0.20
H 1.20564 4.29868 0.32612  0.21
H -0.75925 1.82415 1.93314  0.39
H 0.83640 -3.15545 -2.37070  0.50
H 2.49164 0.00347 3.03254  0.34
H -0.89172 -0.47598 3.00878  0.39
H 0.52474 -1.15495 3.43378  0.38
H 1.64181 3.58356 1.76424  0.23



Which of them is the least stable? Correct choice: w).



w) Formula: H5NOSSi
Source: the Open Molecules 2025 dataset
Level of theory: ωB97M-V/def2-TZVPD

Results
E_HOMO, eV: -9.12
Gap between HOMO and LUMO, eV: 9.10
LUMO energy, eV: -0.02
Structure (SMILES): N[Si](O)=S.[H][H]

Each line ends with the natural charge from an NBO analysis.
Atoms and positions in Å:
N -0.23407 -1.30735 0.67625  -1.32
O -0.68083 1.06230 -0.35602  -1.08
Si -0.88730 -0.51126 -0.68464  1.80
S -1.88267 -1.37175 -2.18336  -0.72
H -0.66335 -2.21021 0.95874  0.42
H 0.20329 -0.83448 1.40631  0.39
H -0.68023 1.32774 0.53149  0.50
H 2.48874 1.58676 -0.11668  -0.01
H 2.33642 2.25826 -0.23208  0.01



x) Formula: H5NOSSi
Source: the Open Molecules 2025 dataset
Level of theory: ωB97M-V/def2-TZVPD

Results
E_HOMO, eV: -9.39
Gap between HOMO and LUMO, eV: 9.93
LUMO energy, eV: 0.54
Structure (SMILES): N[Si@@H](O)S

Each line ends with the natural charge from an NBO analysis.
Atoms and positions in Å:
N -1.40131 -0.51059 0.34524  -1.35
O 0.31190 1.75118 0.88739  -1.12
Si 0.10106 0.34210 0.13908  1.70
S 1.63347 -1.28835 0.75328  -0.49
H -1.52487 -1.53078 0.34987  0.41
H -2.25845 -0.16079 -0.15089  0.39
H -0.20656 2.54248 0.92711  0.53
H 0.10707 0.66532 -1.44437  -0.22
H 1.39193 -1.59027 1.99893  0.15



Which of them is the least stable? Correct choice: w).



w) Formula: C9H10O3
Source: the Open Molecules 2025 dataset
Level of theory: ωB97M-V/def2-TZVPD

Results
E_HOMO, eV: -8.88
Gap between HOMO and LUMO, eV: 8.48
LUMO energy, eV: -0.40

Each line ends with the natural charge from an NBO analysis.
Atoms and positions in Å:
C -2.20174 -1.19295 -0.41211  -0.28
C -0.46045 0.34357 -0.64723  0.24
C -0.17498 1.20961 0.43400  0.01
C -1.21862 1.74890 1.58122  -0.68
C 1.12124 1.31548 0.94651  -0.25
C 2.04355 0.44587 0.39370  0.27
C 1.92754 -0.43709 -0.66770  -0.21
C 0.55554 -0.46122 -0.96122  -0.20
C 0.52073 -1.46277 -2.05729  0.41
H -2.62047 -0.75713 0.45912  0.17
H -3.17162 -1.38944 -0.95687  0.20
H -1.80120 -2.28869 -0.20286  0.19
H -2.05206 2.60606 1.10968  0.22
H -0.85529 2.59427 2.39013  0.24
H -1.80669 0.85076 2.06949  0.24
H 1.32708 1.71078 1.94694  0.24
H 3.97703 -0.30360 1.12406  0.43
H 2.50634 -1.53642 -1.02461  0.29
H -0.60642 -1.99600 -2.29764  0.15
O -1.73372 -0.13660 -1.09990  -0.51
O 3.21827 0.80016 0.80136  -0.62
O 1.50594 -1.66356 -2.92880  -0.55



x) Formula: C9H10O3
Source: the Open Molecules 2025 dataset
Level of theory: ωB97M-V/def2-TZVPD

Results
E_HOMO, eV: -7.96
Gap between HOMO and LUMO, eV: 8.75
LUMO energy, eV: 0.79
Structure (SMILES): COC(=O)[C@@]12C=CC=C[C@@H]1[C@H]2O

Each line ends with the natural charge from an NBO analysis.
Atoms and positions in Å:
C 2.65783 -0.36542 0.84871  -0.24
C 1.52832 0.03171 1.64978  -0.25
C 2.55748 -0.24500 -0.51136  -0.16
C 0.33293 0.23239 1.07184  -0.18
C 1.43041 0.26126 -1.20170  -0.30
C 0.11915 0.44784 -0.33055  -0.22
C 0.95667 1.65870 -0.89253  0.17
C -3.32517 -0.67843 0.14955  -0.28
C -1.25522 -0.26680 -0.74450  0.83
O 0.46745 2.39352 -1.92992  -0.67
O -1.58199 -0.63067 -1.88004  -0.62
O -2.03931 -0.14982 0.27630  -0.49
H 3.60437 -0.51095 1.28619  0.21
H 1.71186 -0.00213 2.77620  0.22
H 3.46366 -0.66319 -1.04182  0.21
H -0.52782 0.38548 1.70519  0.23
H 1.44629 -0.01594 -2.23747  0.24
H 1.35398 2.13802 -0.02023  0.21
H -3.58766 -1.42694 0.91852  0.20
H -3.32154 -1.22857 -0.75862  0.21
H -4.05626 0.17544 0.00743  0.20
H 0.32076 1.73796 -2.62813  0.48



Which of them is the least stable? Correct choice: w).